Entry from the Open Molecules 2025 dataset: a molecular structure, C41H49AsClIN5PSi2Ti (the ωB97M-V functional and the def2-TZVPD basis).

Last column: Löwdin charge in e.
Geometry (Å):
Ti  -0.2461  -0.6443  0.0639  0.113
C  0.0614  -3.5844  0.9990  -0.151
N  0.2056  -2.8280  -0.2433  -0.129
C  1.5743  -2.7840  -0.7615  -0.168
C  2.3482  -1.7982  0.0316  -0.283
N  1.8189  -0.6565  0.4600  0.036
C  2.7813  -0.0537  1.2382  -0.209
C  2.7711  1.1368  1.9611  -0.020
C  3.9292  1.4956  2.6324  -0.081
C  5.0697  0.7037  2.6066  -0.089
C  5.0996  -0.4952  1.9094  -0.016
C  3.9447  -0.8586  1.2379  -0.183
N  3.6407  -1.9622  0.4801  0.183
C  -0.0852  -2.6606  2.1646  -0.282
N  -0.2082  -1.3465  2.0830  0.058
C  -0.4812  -0.9052  3.3578  -0.190
C  -0.7248  0.3763  3.8485  -0.004
C  -1.0399  0.4989  5.1931  -0.084
C  -1.1256  -0.6061  6.0332  -0.092
C  -0.8671  -1.8878  5.5721  -0.015
C  -0.5434  -2.0170  4.2303  -0.179
N  -0.2685  -3.1125  3.4488  0.179
H  0.9106  -4.2685  1.1623  0.133
H  -0.8481  -4.1982  0.9494  0.088
H  -0.4029  -3.2212  -0.9647  0.090
H  1.5116  -2.4745  -1.8202  0.051
H  2.0654  -3.7688  -0.7171  0.134
H  1.8990  1.7688  1.9981  0.059
H  3.9462  2.4233  3.1840  0.103
H  5.9540  1.0220  3.1377  0.102
H  5.9850  -1.1109  1.8837  0.108
H  4.2699  -2.7145  0.2552  0.167
H  -0.6948  1.2387  3.1975  0.063
H  -1.2378  1.4786  5.6054  0.102
H  -1.4181  -0.4680  7.0637  0.102
H  -0.9431  -2.7441  6.2247  0.108
H  -0.2829  -4.0732  3.7462  0.169
Cl  -0.2335  1.7937  0.6787  0.784
C  -1.2300  3.1983  0.8494  -0.577
C  -1.1242  3.9899  1.9768  -0.097
C  -1.8978  5.1373  2.0691  -0.072
C  -2.7449  5.4934  1.0252  -0.073
C  -2.8334  4.7010  -0.1056  -0.083
C  -2.0936  3.5234  -0.2032  -0.366
P  -2.0268  2.3544  -1.6147  1.009
C  -1.4693  3.4864  -2.9316  -0.357
C  -0.3715  4.3066  -2.6722  -0.107
C  0.2354  5.0114  -3.6949  -0.091
C  -0.2430  4.9038  -4.9927  -0.099
C  -1.3297  4.0864  -5.2559  -0.091
C  -1.9307  3.3688  -4.2373  -0.089
C  -3.7625  1.9556  -2.0407  -0.366
C  -4.9101  2.4418  -1.4246  -0.080
C  -6.1479  1.8947  -1.7271  -0.084
C  -6.2527  0.8297  -2.6061  -0.086
C  -5.1088  0.3186  -3.2002  -0.076
C  -3.8765  0.8758  -2.9225  -0.136
H  -0.4448  3.7245  2.7723  0.102
H  -1.8218  5.7580  2.9498  0.105
H  -3.3330  6.3977  1.0924  0.105
H  -3.4690  4.9954  -0.9291  0.114
H  0.0106  4.3908  -1.6622  0.102
H  1.0933  5.6354  -3.4825  0.103
H  0.2380  5.4407  -5.7984  0.100
H  -1.7010  3.9967  -6.2670  0.103
H  -2.7644  2.7178  -4.4544  0.093
H  -4.8543  3.2409  -0.7004  0.085
H  -7.0348  2.2931  -1.2534  0.101
H  -7.2148  0.3885  -2.8264  0.101
H  -5.1768  -0.5343  -3.8597  0.101
H  -2.9712  0.4608  -3.3636  0.058
C  -2.2010  -2.7898  -3.6491  -0.240
Si  -0.4271  -2.0853  -3.9047  0.282
C  0.7005  -3.6686  -4.0205  -0.225
C  -0.3733  -1.3408  -5.6810  -0.236
As  -0.2732  -0.2793  -2.4082  0.733
Si  1.8264  0.5194  -2.9936  0.268
C  1.7355  1.4910  -4.6471  -0.220
C  2.4829  1.7938  -1.7180  -0.209
C  3.2703  -0.7300  -3.2915  -0.208
H  -2.3036  -3.8260  -3.9518  0.018
H  -2.9190  -2.2075  -4.2152  0.008
H  -2.4958  -2.7184  -2.6056  -0.068
H  0.4979  -4.1937  -4.9488  0.021
H  0.5233  -4.3723  -3.2111  0.007
H  1.7576  -3.4202  -4.0214  -0.002
H  -1.0728  -1.8307  -6.3502  0.016
H  0.6162  -1.4142  -6.1220  0.012
H  -0.6348  -0.2857  -5.6244  0.002
H  0.8304  2.0919  -4.6800  -0.002
H  1.7162  0.8215  -5.4997  0.006
H  2.5860  2.1548  -4.7630  0.022
H  2.1913  2.8000  -2.0011  0.010
H  3.5658  1.7721  -1.6407  0.027
H  2.0893  1.6065  -0.7244  -0.049
H  3.0204  -1.4158  -4.0964  0.006
H  3.5123  -1.3179  -2.4100  -0.006
H  4.1717  -0.2003  -3.5843  0.023
I  -3.2372  -2.4472  0.2968  0.706
C  -2.3221  -0.4572  0.3516  -0.775
H  -2.6149  -0.0764  1.3434  -0.046
H  -2.9198  0.0932  -0.3860  -0.090

Values from the calculation:
- E_LUMO (spin up / spin down) (eV) = -0.036 / -0.041
- orbital gap (spin up / spin down) (eV) = 5.13 / 6.22
- spin multiplicity = 3



Entry from the Open Molecules 2025 dataset: a molecular structure, C41H49Br2N8O7RbSb (the ωB97M-V functional and the def2-TZVPD basis).

Last column: Löwdin charge in e.
Geometry (Å):
Rb  -1.1212  0.7782  -0.4220  0.860
C  1.9209  1.1762  -2.4204  -0.098
N  0.7665  0.4064  -2.8344  -0.258
C  -0.0182  1.1080  -3.8419  -0.078
C  1.0544  -0.9452  -3.2408  -0.217
C  2.0562  -1.2022  -4.1659  -0.065
C  2.3116  -2.4837  -4.6353  -0.137
C  1.5254  -3.5265  -4.1561  -0.121
C  0.5126  -3.2873  -3.2466  -0.046
C  0.2232  -1.9907  -2.7559  -0.272
N  -0.7306  -1.7384  -1.8208  -0.009
C  -1.9569  -2.3164  -1.8922  -0.276
C  -2.5629  -2.7604  -3.0885  -0.044
C  -3.8776  -3.1918  -3.1395  -0.126
C  -4.6583  -3.2193  -1.9947  -0.134
C  -4.0815  -2.8229  -0.7901  -0.055
C  -2.7681  -2.3912  -0.7150  -0.212
N  -2.1782  -1.9830  0.5223  -0.238
C  -3.0909  -1.7322  1.6142  -0.110
C  -1.1007  -2.8638  0.9336  -0.100
H  2.6236  1.4177  -3.2352  0.081
H  2.4631  0.6285  -1.6492  0.061
H  1.5856  2.1286  -1.9983  0.081
H  0.5526  1.2703  -4.7709  0.089
H  -0.3480  2.0735  -3.4563  0.063
H  -0.9011  0.5152  -4.0834  0.098
H  2.6488  -0.3727  -4.5369  0.103
H  3.1031  -2.6628  -5.3514  0.085
H  1.7054  -4.5406  -4.4954  0.091
H  -0.0966  -4.1088  -2.8877  0.108
H  -1.9826  -2.7108  -4.0016  0.102
H  -4.2993  -3.4909  -4.0927  0.090
H  -5.6909  -3.5409  -2.0273  0.081
H  -4.6819  -2.8569  0.1104  0.091
H  -3.5721  -2.6478  1.9990  0.085
H  -3.8666  -1.0338  1.3023  0.079
H  -2.5351  -1.2780  2.4385  0.072
H  -1.4823  -3.8300  1.3055  0.096
H  -0.5302  -2.3856  1.7319  0.032
H  -0.4269  -3.0268  0.0947  0.069
Br  -3.2921  6.4147  2.6928  0.770
C  -2.0478  5.0967  2.1652  -0.671
C  -1.5262  5.1111  0.8873  -0.087
C  -0.6590  4.0824  0.5420  -0.130
N  -0.3073  3.1022  1.3693  0.086
C  -0.8079  3.1217  2.6038  -0.235
C  -1.6851  4.1004  3.0532  -0.065
C  -0.4060  1.9997  3.5010  -0.210
C  -0.1171  2.2473  4.8393  -0.058
C  0.2501  1.1759  5.6302  -0.675
Br  0.6742  1.4543  7.4509  0.752
C  0.3156  -0.0931  5.0901  -0.098
C  0.0068  -0.2256  3.7428  -0.134
N  -0.3410  0.7840  2.9559  0.146
H  -1.7978  5.8687  0.1662  0.112
H  -0.2624  4.0370  -0.4652  0.112
H  -2.1087  4.0586  4.0462  0.113
H  -0.1563  3.2502  5.2396  0.111
H  0.5996  -0.9502  5.6826  0.107
H  0.0477  -1.2026  3.2773  0.088
O  -6.9542  6.6779  -1.9726  0.055
N  -6.7493  5.7202  -1.2426  -0.366
O  -7.5339  5.3316  -0.3896  0.052
C  -5.5193  4.9815  -1.4168  -0.154
C  -4.6058  5.3792  -2.3810  0.076
C  -3.4157  4.7090  -2.5150  -0.061
C  -3.0578  3.5381  -1.7488  -0.335
O  -2.0023  2.8953  -1.8429  -0.124
C  -4.0969  3.1954  -0.7988  -0.070
C  -5.2526  3.8860  -0.5971  0.079
N  -3.8249  2.0287  0.0407  -0.357
O  -3.7484  2.1918  1.2470  0.093
O  -3.6552  0.9586  -0.5100  -0.060
N  -2.4512  5.2646  -3.4598  -0.349
O  -1.2748  5.2327  -3.1530  0.084
O  -2.8825  5.7546  -4.4899  0.067
H  -4.8151  6.2330  -3.0091  0.133
H  -5.9564  3.5934  0.1690  0.138
C  2.1498  -4.0538  2.6476  -0.161
C  2.9560  -3.7927  1.3759  -0.568
C  4.3591  -4.3761  1.4963  -0.147
Sb  2.7439  -1.6810  0.8640  1.526
C  3.4214  -0.7652  2.7327  -0.585
C  3.5651  0.7335  2.4705  -0.164
C  4.6276  -1.3258  3.4755  -0.140
C  4.4672  -1.4155  -0.4407  -0.576
C  5.8659  -1.4589  0.1596  -0.145
C  4.3053  -2.4065  -1.5904  -0.155
H  2.1324  -5.1235  2.8791  0.075
H  1.1152  -3.7230  2.5526  0.042
H  2.5892  -3.5436  3.5093  0.058
H  2.4470  -4.2852  0.5416  0.077
H  4.9437  -3.8814  2.2726  0.056
H  4.9192  -4.3063  0.5639  0.046
H  4.2980  -5.4374  1.7623  0.074
H  2.5469  -0.9015  3.3773  0.040
H  4.3984  0.9423  1.7942  0.064
H  3.7589  1.2755  3.4025  0.073
H  2.6621  1.1548  2.0215  0.053
H  5.5382  -1.2927  2.8754  0.054
H  4.4710  -2.3587  3.7861  0.048
H  4.8134  -0.7380  4.3820  0.073
H  4.3030  -0.4107  -0.8417  0.058
H  6.0670  -2.4017  0.6718  0.055
H  6.0315  -0.6478  0.8704  0.052
H  6.6119  -1.3538  -0.6360  0.074
H  4.4872  -3.4331  -1.2634  0.060
H  5.0191  -2.1877  -2.3903  0.081
H  3.3083  -2.3704  -2.0287  0.041

Values from the calculation:
- E_LUMO (eV) = 1.573
- orbital gap (eV) = 5.04
- charge = -1



Number 1: E -180386.5172 eV. Number 2: E -216837.7547 eV.